Entry 1:
C13H11F6N6O6S3V | the ωB97M-V functional and the def2-TZVPD basis

Last column: Mulliken charge in e.
CARTESIAN COORDINATES (ANGSTROEM)
V (-1.2757, 0.2616, -0.5266)  0.786
C (4.1302, -0.5024, 2.9690)  -1.368
C (2.8145, -1.1131, 2.6866)  0.956
N (2.2598, -2.0861, 3.3373)  -0.790
N (1.0847, -2.2958, 2.7235)  0.313
C (0.8843, -1.4820, 1.6802)  0.405
S (-0.4811, -1.6116, 0.6462)  -0.458
N (1.9935, -0.7233, 1.6448)  0.503
N (2.2536, 0.3460, 0.8141)  -0.644
H (4.5516, -0.9817, 3.8476)  0.345
H (4.0255, 0.5689, 3.1477)  0.348
H (4.8171, -0.6454, 2.1321)  0.361
H (0.4691, -3.0309, 3.0323)  0.181
H (1.7202, 0.2880, -0.0370)  -0.067
H (3.2458, 0.4243, 0.6407)  0.331
N (-0.4811, 5.0699, 4.9739)  -0.459
C (-0.5458, 4.2855, 4.1372)  -0.312
C (-0.6157, 3.3122, 3.0885)  0.529
C (-1.1687, 2.0570, 3.3316)  -0.854
C (-1.2396, 1.1276, 2.3071)  -0.282
C (-0.7670, 1.4447, 1.0347)  1.651
C (-0.1922, 2.6919, 0.8034)  -0.569
C (-0.1182, 3.6238, 1.8226)  -0.858
H (-1.5438, 1.8149, 4.3168)  0.495
H (-1.6692, 0.1542, 2.5083)  0.539
H (0.2055, 2.9483, -0.1697)  0.335
H (0.3123, 4.5987, 1.6381)  0.504
O (1.3654, 2.1414, -2.1509)  -0.391
C (0.6106, 1.2582, -2.4018)  -0.075
O (0.0422, 0.4902, -1.4456)  -0.293
H (0.3012, 0.9781, -3.4166)  0.396
F (-1.8577, -2.1898, -2.0433)  -0.239
C (-2.7919, -1.4016, -2.5778)  0.653
F (-3.5390, -2.0893, -3.3934)  -0.182
F (-2.1693, -0.4244, -3.2517)  -0.206
S (-3.8561, -0.6425, -1.2233)  1.023
O (-2.8826, -0.3054, -0.1253)  -0.618
O (-4.7969, -1.6414, -0.9166)  -0.571
N (-4.3892, 0.6441, -1.8939)  -0.494
S (-3.6780, 2.0425, -1.6458)  1.135
O (-2.2195, 1.8697, -1.5013)  -0.597
O (-4.1017, 3.0534, -2.5287)  -0.575
C (-4.3107, 2.5416, 0.0648)  0.727
F (-4.8251, 1.4927, 0.7071)  -0.237
F (-3.3025, 3.0264, 0.7706)  -0.173
F (-5.2353, 3.4614, -0.0599)  -0.205

- net charge = +1
- HOMO (spin up / spin down) (eV) = -12.50 / -12.53
- multiplicity = 2
- orbital gap (spin up / spin down) (eV) = 7.3 / 7.9
- LUMO (spin up / spin down) (eV) = -5.2 / -4.6

***

Entry 2:
C13H40N8O7 | the ωB97M-V functional and the def2-TZVPD basis

Last column: Mulliken charge in e.
CARTESIAN COORDINATES (ANGSTROEM)
C (2.9455, 6.6213, 0.3528)  0.687
O (2.4616, 6.1505, 1.3358)  -0.659
N (3.6276, 7.7065, 0.3340)  -0.394
N (2.9678, 6.1315, -0.8442)  -0.361
H (4.1527, 8.0683, -0.4492)  0.149
H (3.7282, 8.2217, 1.1969)  0.212
H (3.5039, 6.5837, -1.5711)  0.156
H (2.5710, 5.2235, -1.0393)  0.200
C (-0.2558, 4.0636, 4.8937)  0.744
O (-0.9665, 3.5407, 5.7768)  -0.691
N (-0.6449, 4.6246, 3.7619)  -0.367
N (1.0316, 4.0822, 4.8665)  -0.373
H (-1.6095, 4.8189, 3.5339)  0.209
H (0.0671, 5.1194, 3.2439)  0.106
H (1.4398, 4.5059, 4.0456)  0.171
H (1.4320, 4.2312, 5.7817)  0.218
C (1.1639, -2.0613, 5.8809)  0.670
O (1.6782, -2.6919, 6.7414)  -0.664
N (0.5797, -0.9189, 5.9477)  -0.317
N (1.0779, -2.5920, 4.7183)  -0.354
H (0.5122, -0.4476, 6.8384)  0.180
H (0.1926, -0.4595, 5.1357)  0.130
H (0.5738, -2.0999, 3.9945)  0.144
H (1.2927, -3.5773, 4.6622)  0.211
C (6.1753, -4.5327, -0.8011)  0.627
O (6.8288, -5.5306, -1.1560)  -0.678
N (5.9874, -3.4948, -1.4881)  -0.356
N (5.7985, -4.2894, 0.4518)  -0.434
H (5.6749, -2.6365, -1.0571)  0.190
H (6.4881, -3.4858, -2.3652)  0.236
H (5.0638, -3.6104, 0.5907)  0.191
H (6.0551, -5.0744, 1.0332)  0.227
C (-2.4991, -4.2916, -3.5157)  -1.406
C (-1.3701, -4.3427, -4.6309)  0.570
C (-0.7790, -5.7631, -4.6613)  -1.224
O (-1.9578, -3.9049, -5.8656)  -0.534
H (-3.0721, -3.3653, -3.5569)  0.350
H (-2.1701, -4.1745, -2.4832)  0.402
H (-3.1743, -5.1474, -3.5161)  0.335
H (-0.7175, -3.5848, -4.1976)  0.157
H (0.3026, -5.7342, -4.7940)  0.360
H (-1.2877, -6.5278, -5.2483)  0.332
H (-0.8935, -6.1916, -3.6656)  0.348
H (-1.2118, -3.8981, -6.4697)  0.310
C (1.4140, -1.0906, -0.5980)  -1.363
C (1.0134, 0.1507, 0.3056)  0.777
C (0.3419, 1.2646, -0.3379)  -1.396
O (0.2671, -0.1907, 1.4607)  -0.475
H (1.4109, -2.0804, -0.1414)  0.393
H (2.3692, -1.1819, -1.1150)  0.341
H (0.6340, -1.2731, -1.3372)  0.287
H (2.0568, 0.3563, 0.5449)  0.031
H (-0.6412, 0.9675, -0.7031)  0.293
H (0.8469, 1.5200, -1.2695)  0.355
H (0.2786, 2.1083, 0.3493)  0.457
H (0.0634, 0.7316, 1.6324)  0.291
C (-5.5472, 1.3069, -0.4706)  -1.085
C (-6.1033, 1.5917, -1.8890)  0.262
C (-5.9330, 0.4168, -2.9222)  -1.133
O (-7.4243, 1.9851, -1.7971)  -0.545
H (-6.2343, 0.5744, -0.0469)  0.316
H (-5.7577, 2.1967, 0.1227)  0.304
H (-4.4685, 1.1705, -0.3936)  0.289
H (-5.6055, 2.4440, -2.3515)  0.307
H (-4.8790, 0.2223, -3.1202)  0.330
H (-6.4980, 0.6887, -3.8138)  0.309
H (-6.3945, -0.4288, -2.4121)  0.304
H (-7.9744, 1.2848, -1.4386)  0.340

- HOMO (eV) = -9.42
- multiplicity = 1
- orbital gap (eV) = 9.4
- LUMO (eV) = 0.0

***

Entry 3:
C7H10F2NO | the ωB97M-V functional and the def2-TZVPD basis

Last column: Mulliken charge in e.
CARTESIAN COORDINATES (ANGSTROEM)
C (0.5083, -2.1221, 0.8676)  -0.892
C (0.7654, -1.2025, -0.2061)  0.255
C (-0.9347, -0.6192, 2.3196)  -0.356
C (-0.1980, -1.8683, 2.0076)  0.563
C (0.0336, -0.2166, -0.7737)  -0.676
C (-0.6212, 0.5909, 1.8604)  0.290
C (-0.3011, 1.5134, -2.5540)  -0.879
N (0.5950, 0.6523, -1.8710)  -0.031
O (0.5137, 0.9939, 1.4221)  -0.349
F (-0.2116, -2.7399, 3.0039)  -0.254
F (-1.6566, 1.5216, 1.8529)  -0.286
H (1.2954, -2.8816, 0.9520)  0.273
H (1.8603, -1.3830, -0.5386)  0.190
H (-1.9290, -0.5756, 2.7391)  0.390
H (-1.0483, -0.0787, -0.5352)  0.496
H (-1.0140, 0.9542, -3.2723)  0.342
H (-0.9493, 2.0998, -1.8889)  0.363
H (0.2966, 2.2818, -3.2268)  0.332
H (1.3251, 1.1008, -1.3091)  0.435
H (1.0984, 0.0880, -2.5663)  0.419
H (0.5719, 1.8908, 1.7166)  0.376

- net charge = +1
- HOMO (eV) = -12.34
- multiplicity = 1
- orbital gap (eV) = 8.8
- LUMO (eV) = -3.6

***

Entry 4:
C43H39CdCl2FN5O4 | the ωB97M-V functional and the def2-TZVPD basis

Last column: Mulliken charge in e.
CARTESIAN COORDINATES (ANGSTROEM)
Cd (0.0214, -0.1113, 0.0548)  1.647
N (1.2581, 0.3502, 2.1802)  -0.100
C (2.6115, 0.2648, 2.4541)  0.551
C (2.9719, -0.0407, 3.7739)  -0.590
C (4.2804, -0.0249, 4.2015)  -0.632
C (5.2653, 0.3217, 3.2891)  -0.893
C (4.9216, 0.5434, 1.9685)  -0.984
C (3.6118, 0.4634, 1.4683)  0.718
C (3.3739, 0.5129, -0.0212)  2.515
C (4.5043, 0.7052, -0.8376)  -0.851
C (4.4551, 0.7253, -2.2192)  -1.212
C (3.2497, 0.4889, -2.8535)  -0.582
C (2.1349, 0.2508, -2.0643)  2.029
C (2.1230, 0.2767, -0.6596)  -2.164
H (0.9882, 1.1893, 1.6781)  0.068
H (0.6618, 0.3039, 2.9951)  0.023
H (2.1735, -0.2542, 4.4760)  0.404
H (4.5244, -0.2401, 5.2343)  0.363
H (6.2986, 0.4141, 3.6006)  0.372
H (5.7386, 0.7986, 1.3124)  0.307
H (5.4847, 0.8423, -0.4077)  0.158
H (5.3581, 0.9102, -2.7898)  0.348
H (3.1883, 0.4952, -3.9388)  0.389
H (1.2061, 0.0218, -2.5798)  -0.305
C (-4.9558, 6.4484, 0.3389)  -1.409
C (-3.5641, 6.9182, 0.7643)  -0.220
C (-3.0936, 8.1649, 0.0242)  -1.080
C (-2.8863, 7.8764, -1.4582)  -1.236
C (-2.0037, 6.6681, -1.6411)  1.293
C (-1.2747, 6.4982, -2.7997)  -0.868
C (-0.4563, 5.3865, -2.9476)  -0.134
F (0.2495, 5.2524, -4.0986)  -0.406
C (-0.3495, 4.4376, -1.9711)  -1.275
C (-1.1028, 4.5705, -0.8029)  0.271
C (-1.0236, 3.4807, 0.2018)  0.425
O (-0.3906, 2.4667, -0.0933)  -0.437
C (-1.7277, 3.7582, 1.4352)  -0.081
C (-2.4574, 4.8912, 1.5354)  -0.203
N (-2.5995, 5.8386, 0.5672)  0.186
C (-1.9202, 5.6964, -0.6229)  -0.395
C (-1.6930, 2.8611, 2.7168)  -0.302
O (-2.3990, 3.2832, 3.6508)  -0.861
O (-0.9643, 1.8563, 2.6568)  -0.512
H (-5.6871, 7.2538, 0.4295)  0.389
H (-5.2745, 5.6219, 0.9741)  0.385
H (-4.9400, 6.0906, -0.6913)  0.355
H (-3.5786, 7.1372, 1.8337)  0.505
H (-2.1438, 8.4862, 0.4591)  0.360
H (-3.8210, 8.9666, 0.1589)  0.445
H (-2.4332, 8.7403, -1.9472)  0.443
H (-3.8512, 7.7027, -1.9446)  0.349
H (-1.3201, 7.2382, -3.5893)  0.494
H (0.3025, 3.5781, -2.0578)  1.317
H (-2.9618, 5.0718, 2.4788)  0.528
C (1.5248, -4.6620, -0.6707)  -0.855
C (0.3155, -5.2919, -0.3990)  -0.531
C (-0.6707, -4.5905, 0.2672)  -0.845
C (-0.4347, -3.2647, 0.6540)  0.250
N (0.7284, -2.6709, 0.3815)  -0.108
C (1.6721, -3.3471, -0.2585)  -0.366
C (-1.4845, -2.4669, 1.3271)  1.485
C (-2.2944, -3.0884, 2.2828)  -0.548
C (-3.3089, -2.3792, 2.9007)  -0.708
C (-3.5539, -1.0690, 2.5119)  -0.700
C (-2.7442, -0.4624, 1.5619)  -0.305
C (-1.6728, -1.1250, 0.9580)  -0.901
H (2.3225, -5.1760, -1.1912)  0.478
H (0.1470, -6.3165, -0.7099)  0.410
H (-1.6310, -5.0430, 0.4733)  0.456
H (2.5973, -2.8060, -0.4418)  0.413
H (-2.0774, -4.1059, 2.5923)  0.451
H (-3.9008, -2.8397, 3.6833)  0.345
H (-4.3465, -0.5028, 2.9876)  0.370
H (-2.9423, 0.5709, 1.3064)  0.248
N (-0.9648, -1.9787, -2.1545)  -0.406
C (-0.4349, -2.4385, -3.0737)  0.115
N (0.2072, -2.9979, -4.0907)  0.334
C (1.4942, -2.4673, -4.5255)  0.205
C (2.3426, -3.6330, -5.0063)  -0.761
O (1.6736, -4.3652, -6.0231)  -0.400
C (0.4502, -4.8984, -5.5491)  -0.571
C (-0.4915, -3.7943, -5.0852)  -0.591
H (1.9737, -1.9601, -3.6894)  -0.123
H (1.3519, -1.7574, -5.3521)  0.115
H (2.5606, -4.2941, -4.1576)  0.330
H (3.2764, -3.2757, -5.4377)  0.363
H (0.6403, -5.5856, -4.7137)  0.319
H (0.0115, -5.4523, -6.3786)  0.343
H (-1.3932, -4.2158, -4.6440)  0.420
H (-0.7716, -3.1736, -5.9462)  0.303
Cl (-1.2240, 1.2065, -2.7169)  -0.004
C (-0.4966, 1.5787, -4.2903)  0.290
Cl (-1.7012, 1.6383, -5.5846)  -0.233
H (0.2144, 0.7969, -4.5336)  -0.147
H (-0.0142, 2.5484, -4.2423)  0.150

- net charge = -1
- HOMO (eV) = -4.78
- multiplicity = 1
- orbital gap (eV) = 7.0
- LUMO (eV) = 2.2

***

Entry 5:
C23H25Br2ClF16O7 | the ωB97M-V functional and the def2-TZVPD basis

Last column: Mulliken charge in e.
CARTESIAN COORDINATES (ANGSTROEM)
C (-2.0629, -1.8179, -1.9231)  -1.722
C (-1.4420, -0.7828, -1.0575)  0.440
Br (-2.4395, -0.3802, 0.5061)  -0.075
C (-0.3244, -0.1229, -1.3321)  -0.396
Br (0.4778, -0.5273, -3.0098)  -0.064
C (0.3665, 0.9522, -0.5088)  -0.045
O (1.6576, 1.1660, -1.1591)  -0.408
C (2.5186, 1.6884, -0.2689)  0.409
O (3.6101, 2.1560, -0.5190)  -0.622
O (1.9719, 1.6021, 0.9536)  -0.427
C (0.8581, 0.6292, 0.9196)  2.572
C (0.0525, 1.0802, 2.1254)  -0.164
C (-0.8148, 2.3213, 1.9335)  -1.429
C (-0.1055, 3.6462, 1.9356)  -0.499
Cl (0.6357, 4.0080, 3.5088)  -0.202
C (1.5647, -0.7252, 1.0167)  -1.575
C (0.7804, -1.8880, 1.6045)  -0.772
C (0.7440, -1.8807, 3.1423)  0.029
C (-0.6222, -2.2169, 3.6519)  0.155
O (-1.0683, -3.3532, 3.5877)  -0.556
O (-1.3594, -1.1969, 4.2379)  -0.492
H (-3.0159, -2.1282, -1.5358)  0.499
H (-1.4010, -2.6729, -1.9461)  0.363
H (-2.1793, -1.4702, -2.9369)  0.324
H (-0.0951, 1.9170, -0.6348)  0.758
H (-0.5955, 0.3040, 2.4639)  -0.867
H (0.7791, 1.3054, 2.8921)  0.437
H (-1.4982, 2.3449, 2.7716)  0.510
H (-1.4305, 2.2661, 1.0493)  0.437
H (0.6509, 3.7168, 1.1749)  0.175
H (-0.8046, 4.4407, 1.7419)  0.496
H (1.8098, -0.9947, -0.0032)  0.580
H (2.4827, -0.5740, 1.5612)  0.411
H (1.3205, -2.7830, 1.3363)  0.448
H (-0.1990, -2.0026, 1.1690)  0.357
H (1.4002, -2.6478, 3.5221)  0.575
H (1.0815, -0.9319, 3.5161)  0.050
H (-1.9236, -0.7903, 3.5748)  0.343
C (-5.3271, -2.0096, -7.8364)  -0.795
C (-4.2364, -1.1948, -7.1083)  0.943
C (-3.1385, -1.9380, -6.3371)  0.124
F (-3.6209, -2.6696, -5.3175)  -0.236
F (-2.2904, -1.0248, -5.8082)  -0.266
F (-4.8123, -0.2654, -6.3186)  -0.270
F (-3.5671, -0.5253, -8.0884)  -0.322
O (-6.6202, -2.1610, -7.2514)  -0.383
C (-6.9772, -3.1785, -6.3922)  0.798
C (-7.4014, -2.6570, -5.0122)  0.203
F (-6.4214, -1.9475, -4.4266)  -0.208
F (-7.6911, -3.7131, -4.2193)  -0.251
F (-6.0374, -4.1370, -6.3089)  -0.288
F (-8.0765, -3.7589, -6.9168)  -0.298
H (-5.5378, -1.4156, -8.7237)  0.403
H (-4.9400, -2.9599, -8.2025)  0.345
H (-2.5701, -2.5904, -7.0055)  0.286
H (-8.2855, -2.0238, -5.1093)  0.224
C (5.0601, 2.1715, 2.9248)  -0.497
C (6.1042, 3.2133, 3.3718)  0.759
C (7.4607, 2.7207, 3.8892)  0.113
F (7.3472, 1.9703, 4.9995)  -0.229
F (8.2219, 3.7967, 4.1979)  -0.267
F (5.5486, 4.0663, 4.2579)  -0.276
F (6.4056, 3.9343, 2.2560)  -0.327
O (3.9892, 1.8266, 3.8029)  -0.253
C (4.0777, 0.8370, 4.7538)  0.649
C (3.9004, 1.3667, 6.1811)  0.276
F (4.8165, 2.3035, 6.4730)  -0.234
F (4.0498, 0.3373, 7.0464)  -0.277
F (5.1962, 0.0998, 4.6209)  -0.300
F (3.0363, -0.0073, 4.5341)  -0.268
H (4.5419, 2.6496, 2.0945)  0.154
H (5.5345, 1.2864, 2.5033)  0.401
H (7.9764, 2.1438, 3.1165)  0.279
H (2.9031, 1.7967, 6.2974)  0.233

- HOMO (eV) = -9.79
- multiplicity = 1
- orbital gap (eV) = 9.8
- LUMO (eV) = 0.0